Record 1
DFT (ωB97M-V/def2-TZVPD) results for a structure of composition C32H46CoN2O3P2S2.

Last column: Mulliken spin population.
Atoms and positions in Å:
Co 1.330334 0.901671 -0.049320  0.934
O 1.684186 0.168346 1.730771  -0.023
N 2.775233 0.406048 2.419374  -0.003
C 2.682773 0.397487 3.762162  0.003
C 3.780144 0.574107 4.563383  -0.002
C 5.025484 0.786401 3.963828  0.002
C 5.106107 0.820258 2.590863  0.000
C 3.978409 0.621923 1.772943  0.007
S 3.993838 0.637254 0.085852  0.027
H 1.684461 0.225827 4.136431  -0.001
H 3.663998 0.541467 5.637721  0.000
H 5.909621 0.929997 4.572201  0.000
H 6.049435 0.992547 2.094118  0.000
O 1.298786 1.304758 -4.110055  -0.001
C 1.412986 1.719782 -2.946988  -0.003
O 1.436960 0.934599 -1.943299  -0.028
C 1.544593 3.227308 -2.746174  0.011
C 1.610023 3.957540 -3.938032  0.001
C 1.715168 5.333636 -3.975559  -0.004
C 1.780812 6.027901 -2.770199  0.003
C 1.735754 5.335389 -1.581242  -0.008
C 1.604111 3.928294 -1.517205  -0.006
S 1.480905 3.285880 0.095309  0.080
H 1.567841 3.378769 -4.851194  0.000
H 1.747214 5.856295 -4.925695  0.000
H 1.865504 7.110935 -2.765997  0.000
H 1.795944 5.864279 -0.637589  -0.001
C 0.799271 -2.723741 0.885082  -0.023
P 2.438116 -2.740541 0.028552  0.001
C 1.841150 -2.521403 -1.696746  0.012
C 2.721265 -4.560886 0.079590  -0.001
C 2.874150 -5.387530 -1.032627  0.000
C 3.204041 -6.728802 -0.888804  0.000
C 3.391182 -7.278865 0.370724  0.000
C 3.258313 -6.464812 1.490850  0.000
C 2.940991 -5.126952 1.342751  0.000
H 0.939063 -2.897553 1.953294  0.001
H 0.129748 -3.484245 0.474819  0.001
H 0.373965 -1.725367 0.752813  0.025
H 1.007953 -3.188120 -1.933306  0.002
H 2.663540 -2.685011 -2.395099  0.002
H 1.520388 -1.481004 -1.805176  0.003
H 2.734868 -4.979962 -2.026385  0.000
H 3.313847 -7.355992 -1.766880  0.000
H 3.646974 -8.325904 0.481989  0.000
H 3.409907 -6.880070 2.481185  0.000
H 2.867574 -4.485217 2.214614  0.000
C -1.866279 0.612181 2.837307  0.002
C -2.818031 0.061816 1.765873  -0.005
C -2.699127 -1.466332 1.835284  0.003
C -4.263951 0.445380 2.081353  -0.002
P -2.050640 0.580540 0.051235  0.033
N -0.549544 0.385227 0.074109  -0.055
C -2.673805 2.375558 -0.305256  0.012
C -2.272307 3.177913 0.938757  -0.002
C -4.161105 2.582024 -0.588321  0.001
C -1.828826 2.913731 -1.471724  -0.003
C -2.882578 -0.541913 -1.292842  -0.002
C -4.386556 -0.793459 -1.187194  0.000
C -2.571510 0.119967 -2.640467  -0.001
C -2.116019 -1.870345 -1.291028  0.023
H -1.942989 0.013276 3.753439  0.000
H -2.080252 1.646479 3.103053  0.000
H -0.839177 0.555081 2.463686  -0.001
H -2.797250 -1.801772 2.874697  0.000
H -1.720917 -1.781221 1.469980  -0.004
H -3.481035 -1.961258 1.257501  -0.001
H -4.561581 -0.039795 3.020212  0.000
H -4.952011 0.105664 1.304725  0.000
H -4.387974 1.521109 2.212158  0.000
H -2.926826 2.968941 1.787252  0.000
H -2.326120 4.251255 0.730731  -0.001
H -1.240462 2.943914 1.204801  0.000
H -4.794435 2.112246 0.166540  0.000
H -4.441719 2.187345 -1.566332  0.000
H -4.381403 3.656049 -0.592225  0.000
H -0.859389 2.415863 -1.481954  0.003
H -1.636033 3.983239 -1.352358  0.000
H -2.301536 2.767461 -2.442978  0.000
H -4.955559 0.137383 -1.202649  0.000
H -4.648269 -1.342555 -0.281390  0.000
H -4.706459 -1.400122 -2.043453  0.000
H -3.208335 0.983336 -2.831157  0.000
H -2.732932 -0.596001 -3.453865  0.000
H -1.524018 0.427797 -2.671021  0.000
H -2.437448 -2.542914 -0.496369  0.001
H -1.052124 -1.654208 -1.170248  -0.012
H -2.260358 -2.385615 -2.247549  0.000

Atomic forces in eV per Å
0.50 0.50 -0.15
-0.63 -0.14 0.59
0.49 0.20 0.11
0.02 -0.07 -0.01
0.00 -0.04 0.21
-0.07 0.04 -0.37
0.20 -0.06 0.65
-0.37 -0.03 -0.74
-0.14 0.08 0.07
-0.03 0.02 -0.08
-0.04 0.02 -0.01
0.03 0.02 -0.01
-0.02 -0.01 -0.07
0.05 0.08 0.04
-0.07 -0.20 0.05
-0.22 -0.05 -0.48
0.03 0.12 0.00
-0.02 0.01 -0.01
0.02 0.00 -0.11
0.00 0.03 0.03
0.01 0.05 -0.11
-0.04 -0.08 0.02
0.07 -0.14 0.29
-0.03 0.00 0.01
0.01 0.01 0.01
0.01 -0.01 0.04
-0.03 0.01 0.00
0.22 -0.04 -0.01
-0.33 -0.15 -0.04
0.15 0.06 0.17
0.24 -0.01 0.10
-0.08 0.10 -0.01
0.02 -0.17 0.04
0.00 0.04 -0.03
-0.02 -0.07 0.04
-0.07 0.04 -0.11
-0.02 0.03 0.01
-0.02 0.03 -0.02
-0.06 0.03 0.02
0.01 -0.01 -0.01
-0.03 0.05 -0.05
0.01 0.01 -0.07
-0.02 0.00 0.01
0.00 0.03 -0.02
0.00 0.00 -0.01
0.01 0.02 0.00
0.00 -0.05 0.04
0.09 0.02 0.01
0.14 -0.01 -0.18
0.01 0.03 -0.02
0.06 -0.03 -0.02
-0.50 -0.10 -0.10
0.09 -0.10 -0.03
0.29 -0.18 0.10
-0.02 -0.08 0.07
0.01 -0.14 0.03
0.11 -0.03 -0.06
0.15 0.12 0.17
0.08 0.01 0.03
0.05 0.01 0.04
0.02 0.02 -0.01
-0.07 -0.02 -0.01
0.01 0.00 -0.03
0.01 -0.01 0.06
-0.04 0.05 0.02
-0.04 -0.06 0.05
0.07 -0.04 -0.01
-0.02 0.03 0.03
-0.03 0.05 0.06
-0.02 -0.03 -0.01
0.02 0.03 -0.01
-0.03 -0.01 -0.07
0.02 0.10 0.05
-0.04 0.08 -0.06
-0.03 0.02 0.02
0.01 0.02 -0.01
0.08 0.08 -0.03
-0.03 0.02 0.05
-0.02 -0.01 0.05
-0.04 -0.07 -0.01
-0.03 0.00 -0.05
-0.04 0.01 -0.02
0.04 0.00 -0.01
-0.05 -0.04 0.03
-0.01 0.02 -0.11
0.05 0.00 -0.02
-0.02 -0.07 0.00
-0.06 0.01 -0.01

Values from the calculation:
Relative energy (zero: lowest compared OMol25 entry of this formula, charge and spin): 9.85 kcal per mole
Total charge: -2
Spin multiplicity: 2

***

Record 2
DFT (ωB97M-V/def2-TZVPD) results for a structure of composition C32H46FeN3O5SSi.

Last column: Mulliken spin population.
Atoms and positions in Å:
Fe -1.231229 -1.059239 -0.889050  3.738
O -2.086652 -2.823743 -1.350011  0.064
N -1.831158 -3.833642 -0.531277  -0.012
C -2.803541 -4.758035 -0.397138  0.006
C -2.629411 -5.858956 0.388604  -0.002
C -1.405449 -6.011833 1.056877  0.004
C -0.433042 -5.061871 0.913161  -0.007
C -0.626008 -3.918883 0.110363  0.012
S 0.537427 -2.697700 -0.085424  0.054
H -3.692802 -4.550398 -0.973718  -0.001
H -3.424589 -6.580489 0.475354  0.000
H -1.229376 -6.874413 1.679046  0.000
H 0.519714 -5.149031 1.411342  -0.001
O -0.610044 2.686658 -2.014261  0.015
C -1.016436 1.536883 -1.945501  0.013
O -0.327347 0.489802 -1.669798  0.061
C -2.501472 1.275868 -2.204603  0.016
C -3.272248 2.254792 -2.866862  0.004
C -4.592104 1.999714 -3.086875  -0.004
C -5.158331 0.787230 -2.618623  0.003
C -6.528410 0.479129 -2.783648  -0.001
C -7.043663 -0.684924 -2.286572  0.001
C -6.207820 -1.586567 -1.600374  -0.002
C -4.876183 -1.319725 -1.433372  0.002
C -4.320997 -0.129054 -1.950604  -0.008
N -2.988104 0.127364 -1.772804  0.042
H -2.783495 3.165226 -3.169668  0.000
H -5.222871 2.713910 -3.599023  0.000
H -7.160023 1.188344 -3.302019  0.000
H -8.092348 -0.914945 -2.411817  0.000
H -6.627732 -2.502611 -1.206027  0.000
H -4.211888 -2.001942 -0.930698  0.007
C 3.410635 -0.976125 1.580786  0.078
C 3.246590 0.519193 1.284001  0.188
C 4.395604 1.278746 1.956610  0.070
C 1.916855 0.923286 1.943585  0.018
Si 3.137252 0.838494 -0.636849  -0.006
C 4.355843 -0.267967 -1.661570  0.163
C 3.829873 -1.711100 -1.719119  0.093
C 5.772119 -0.271479 -1.076521  0.071
C 4.454588 0.208630 -3.112098  0.026
C 3.272047 2.720019 -1.088859  0.175
C 2.464419 3.565937 -0.097110  0.056
C 4.716199 3.230353 -1.092052  0.070
C 2.654013 2.987799 -2.468777  0.059
H 3.428791 -1.129221 2.664007  0.001
H 4.327404 -1.395836 1.177603  0.004
H 2.560307 -1.530094 1.186550  -0.027
H 4.416831 1.043243 3.023455  0.003
H 4.293287 2.354457 1.865211  0.004
H 5.362765 0.999004 1.542001  -0.013
H 1.942376 0.640366 2.999848  -0.002
H 1.084933 0.401584 1.470675  0.006
H 1.716900 1.988341 1.889084  0.008
H 3.707525 -2.166032 -0.743334  -0.005
H 4.530840 -2.328491 -2.284556  -0.002
H 2.865524 -1.758291 -2.220106  -0.021
H 5.812426 -0.709485 -0.083837  0.000
H 6.190202 0.729432 -1.015251  -0.008
H 6.428726 -0.861426 -1.716488  0.005
H 3.478888 0.269648 -3.586468  -0.008
H 5.052411 -0.509226 -3.675828  0.000
H 4.941227 1.175580 -3.202579  0.004
H 2.856465 3.521348 0.914862  0.006
H 1.418612 3.269708 -0.088587  -0.011
H 2.504160 4.609702 -0.411759  0.000
H 5.199231 3.121999 -0.123506  -0.009
H 4.724729 4.291266 -1.346517  0.003
H 5.328332 2.719749 -1.828086  0.001
H 1.638743 2.610389 -2.531434  -0.007
H 3.240925 2.565765 -3.279504  0.007
H 2.610164 4.066660 -2.628263  -0.001
O -1.931604 -1.189174 1.308818  0.019
C -1.801786 -0.094161 1.832551  -0.032
O -1.570707 0.994286 1.117244  0.003
C -1.819010 0.125756 3.336751  0.004
N -2.038165 1.551702 3.583272  0.000
C -3.477176 1.656729 3.849303  0.000
C -3.823217 0.414942 4.669042  0.000
C -2.936539 -0.672204 4.047687  0.000
H -0.815052 -0.158747 3.668581  -0.001
H -1.543761 1.746513 1.758797  0.003
H -1.510855 1.847197 4.400180  0.000
H -3.998324 1.633832 2.888037  0.000
H -3.710275 2.602261 4.332811  0.000
H -4.880870 0.165629 4.638682  0.000
H -3.547795 0.578891 5.713439  0.000
H -3.477886 -1.280526 3.324275  0.000
H -2.528107 -1.345769 4.796334  0.000

Atomic forces in eV per Å
0.06 -0.45 -0.14
-0.15 0.43 -0.02
0.25 -0.18 0.13
-0.02 -0.15 0.00
0.11 0.01 0.07
-0.13 0.04 -0.11
-0.03 0.01 -0.03
-0.16 -0.03 -0.07
-0.06 0.24 -0.14
0.03 0.02 0.01
-0.05 -0.07 0.01
0.01 -0.11 0.08
0.04 0.00 0.04
-0.21 -0.22 -0.04
0.02 0.20 -0.01
-0.04 -0.04 0.16
-0.06 -0.30 0.13
-0.17 -0.19 0.07
0.12 -0.09 0.10
-0.02 0.15 -0.10
-0.05 -0.07 0.05
0.01 0.17 -0.07
0.19 -0.05 0.06
-0.13 -0.02 -0.06
0.10 0.08 0.09
0.23 0.40 -0.05
0.05 0.09 -0.04
-0.04 0.04 -0.04
-0.03 0.02 -0.03
-0.04 0.00 -0.01
0.01 -0.02 0.02
0.09 -0.11 0.08
-0.11 0.14 -0.07
0.02 0.03 -0.05
-0.03 -0.11 -0.08
0.08 -0.03 -0.09
0.00 0.05 -0.02
-0.04 -0.05 0.12
0.01 0.14 0.02
-0.10 0.02 0.04
-0.02 0.04 0.07
-0.03 -0.06 0.06
0.05 -0.09 -0.03
-0.05 -0.08 0.07
0.11 -0.12 0.00
0.00 0.01 0.10
0.08 -0.04 -0.03
0.07 -0.16 0.00
0.00 -0.04 0.16
-0.01 0.19 -0.03
0.10 -0.03 -0.04
0.01 -0.03 0.16
-0.09 -0.06 -0.05
-0.02 0.14 -0.03
-0.01 -0.06 0.16
0.11 -0.08 -0.09
-0.13 0.00 -0.06
0.00 -0.06 0.15
0.08 0.18 0.01
0.13 -0.13 -0.13
-0.16 0.02 -0.08
0.09 -0.11 -0.09
0.04 0.12 -0.02
0.05 -0.02 0.13
-0.17 -0.05 0.00
0.00 0.16 -0.06
0.06 -0.02 0.14
-0.01 0.19 -0.04
0.12 -0.08 -0.12
-0.12 -0.04 -0.01
0.06 -0.07 -0.06
0.01 0.17 -0.04
-0.01 0.73 -0.13
0.06 -0.22 -0.10
-0.13 -0.21 0.00
0.22 -0.16 -0.06
0.16 0.12 0.23
-0.14 0.06 0.01
0.02 0.07 0.06
0.02 -0.03 -0.05
-0.08 -0.03 -0.02
0.01 -0.10 0.01
-0.07 -0.02 -0.16
-0.04 0.02 -0.01
-0.01 0.02 0.03
-0.06 -0.01 -0.01
-0.02 0.01 -0.01
0.00 0.00 0.00
0.02 -0.03 0.01

Values from the calculation:
Relative energy (zero: lowest compared OMol25 entry of this formula, charge and spin): 0.00 kcal per mole
Spin multiplicity: 6